# 1
Computed, not measured: C36H37F4N4O2S2Se2V as an isolated structure in a non-equilibrium geometry, with ωB97M-V/def2-TZVPD.

Output
**HOMO energy (spin up / spin down)**: -9.80 / -8.13 eV
**LUMO (spin up / spin down)**: -2.66 / -2.66 eV
**Calculated total energy**: -8705.95279 Eh
**ΔE to the lowest compared entry with this formula, charge and spin**: 36.4 kcal per mole
**Molecular weight**: 906.7 Da
**Kohn-Sham gap (spin up / spin down)**: 0.2624 / 0.2011 Eh
**F_max**: 1.6 eV/A
**Net charge**: +1
**Multiplicity**: 2

Last column: Löwdin charge in e.
Geometry (Å):
F 2.2042 0.1969 1.0569  0.060
H -3.2480 -0.5390 3.0241  0.094
C -1.5302 -5.0840 2.1576  -0.093
N 2.2068 -1.6103 -2.4480  0.008
S -1.3915 1.1678 1.0067  1.062
C 1.3229 2.0807 4.0467  0.076
C 1.3895 -2.3722 -3.1664  -0.676
S -0.5984 -3.2019 0.4131  0.981
C 0.0753 -4.2374 4.2648  -0.061
C -1.5260 -5.7892 3.3506  -0.067
H -2.1403 -6.6736 3.4552  0.110
N 3.2447 1.7230 -1.9773  -0.315
C 3.7762 1.3145 -3.2875  -0.111
H 2.4332 3.4366 -2.8525  0.114
H -1.0487 0.3845 3.1881  0.090
H -3.6227 1.6961 2.7584  0.121
H 0.7014 -3.9097 5.0841  0.111
C -1.2812 -0.1715 2.2773  -0.279
C -0.7315 -3.9533 2.0338  -0.397
C 0.0179 1.7871 -3.8051  -0.621
H 4.3692 -4.0010 -1.4943  0.113
H -3.3323 -2.9729 1.9744  0.106
F 0.9268 4.6894 1.5490  0.105
H 3.1764 1.7377 -4.0880  0.047
H -6.0605 1.7506 2.3484  0.114
H -1.9839 -1.4858 -0.3337  0.065
F 0.7169 4.3383 4.2140  0.113
H -2.7995 -3.0517 -0.3706  0.091
H 1.6489 4.4580 -0.9365  0.114
C -5.3810 1.5269 1.5370  -0.059
C -4.0161 1.4842 1.7705  -0.095
N 0.1946 1.9968 -2.4728  -0.100
O -0.8140 0.7238 -0.3233  -0.570
H 4.0118 3.6989 -2.1011  0.132
C 1.0835 3.3078 3.4513  -0.207
H -2.1341 -5.4168 1.3200  0.116
H -0.6979 -5.9348 5.3210  0.109
H 0.7299 -2.6728 2.9305  0.102
C -3.6404 0.9672 -0.5608  -0.075
C 2.6855 -4.3318 -2.7966  -0.043
C 4.2671 1.3733 -0.9686  -0.054
C 1.5951 -3.7279 -3.3951  -0.095
N 1.6960 2.4922 -0.1147  -0.159
H -2.0770 4.3060 -4.6726  0.113
C -5.0089 1.0153 -0.7869  -0.059
C -0.5279 3.0343 -1.9505  -0.136
H -0.3852 -0.7060 1.9581  0.055
H 3.7629 0.2332 -3.3745  0.062
Se -0.1869 -1.5453 -3.9164  0.686
V 1.2766 0.9880 -1.2121  0.872
H 1.2568 1.9588 5.1179  0.143
H -6.9427 1.3345 0.0812  0.111
H 5.2312 1.8295 -1.2204  0.104
C -3.1608 1.1784 0.7205  -0.376
C -2.4389 -1.1227 2.5876  -0.195
H 3.9716 1.7166 0.0170  0.084
C -5.8768 1.2893 0.2607  -0.065
C 3.2523 -2.2130 -1.8715  -0.125
H 4.8045 1.6706 -3.4176  0.100
C -3.0452 -2.0323 1.5013  -0.203
H 2.8833 -5.3845 -2.9490  0.118
O 0.4538 -2.1484 0.5233  -0.550
C 1.7671 1.1995 1.8669  -0.172
C -2.2304 -2.3660 0.2619  -0.300
F 1.9413 -0.1763 3.7552  0.103
C 1.1947 3.4893 2.0864  -0.151
C -0.7201 -5.3666 4.4005  -0.069
H -0.4255 3.1945 -0.8895  0.095
H -2.9436 0.7729 -1.3671  0.108
H 3.0834 4.0555 0.0039  0.129
C 2.3494 3.6524 -0.7004  -0.173
Se 0.8972 0.3329 -4.6903  0.728
C 0.0811 -3.5293 3.0703  -0.078
H 4.3949 0.2920 -0.9389  0.072
C -1.4624 3.6588 -4.0630  -0.055
H 3.8940 -1.5826 -1.2679  0.094
H -2.0572 -1.7705 3.3794  0.111
C 1.6749 1.0255 3.2271  -0.235
H -0.8443 2.3633 -5.6655  0.098
H -5.3964 0.8441 -1.7824  0.112
H 0.9119 -4.2835 -4.0223  0.105
H -1.8678 4.6622 -2.1968  0.117
C 1.5360 2.4294 1.2383  -0.213
C -0.7766 2.5911 -4.6116  -0.114
C 3.5173 -3.5637 -1.9955  -0.039
C 3.0483 3.1879 -1.9884  -0.164
C -1.3361 3.8608 -2.6908  -0.037
H -3.9697 -1.5704 1.1438  0.110


# 2
Computed, not measured: C36H37N5RuSi as an isolated structure in a non-equilibrium geometry, with ωB97M-V/def2-TZVPD.

Output
**HOMO energy (spin up / spin down)**: -9.37 / -11.24 eV
**LUMO (spin up / spin down)**: -3.12 / -4.93 eV
**Calculated total energy**: -2051.87923 Eh
**ΔE to the lowest compared entry with this formula, charge and spin**: 0.0 kcal per mole
**Molecular weight**: 668.9 Da
**Kohn-Sham gap (spin up / spin down)**: 0.2299 / 0.2319 Eh
**F_max**: 2.3 eV/A
**Net charge**: +1
**Multiplicity**: 6

Last column: Löwdin charge in e.
Geometry (Å):
H -3.6653 2.9222 0.4750  0.109
H 4.5229 0.8526 3.0472  0.123
H -0.5529 2.4047 -1.6585  0.087
C -1.8840 -2.6470 1.0322  -0.250
C 3.9133 0.1618 -0.2504  -0.204
N 3.0553 -0.1537 -2.3319  0.072
C 5.1213 -0.4577 -0.5612  -0.002
C -1.5650 -2.6706 2.3881  -0.108
N 2.4446 1.1184 1.3329  0.049
H 0.5097 1.6657 6.1828  0.108
H -5.1002 -1.0476 -3.4235  0.108
H -1.6524 0.4230 1.8100  0.089
C 4.6804 0.4731 2.0474  0.015
C 3.6587 0.6082 1.0847  -0.229
H 3.2081 -1.0605 -4.7353  0.116
C -3.3114 -1.8429 -4.2892  -0.068
C -0.0070 0.7380 -3.8087  -0.151
H 7.0243 -1.0922 0.1718  0.116
Ru 0.9965 0.7522 -0.4135  1.331
C -1.3977 -1.9018 -2.8465  -0.120
C 0.1274 0.2757 -5.1039  -0.053
C -1.4093 2.2534 -0.9776  -0.198
N 2.9069 0.3676 -1.1523  -0.137
C -2.1340 -1.3511 -1.8002  -0.271
N -0.9138 1.5830 0.2429  -0.343
H -1.6333 4.2127 2.2620  0.118
C -4.0590 -1.2861 -3.2624  -0.072
C -1.9346 3.3047 1.7429  -0.150
H 0.9401 -1.6090 0.9037  0.003
H -3.2999 4.6231 0.6965  0.115
H -3.0511 -5.8122 0.7439  0.107
H -1.1338 -1.7933 2.8525  0.087
H 1.8085 -0.8218 2.9565  0.110
C 2.0121 1.2859 2.6392  -0.342
N 0.9273 0.6049 -2.8768  0.056
H -2.1286 1.5907 -1.4674  0.114
H -2.4643 2.6897 2.4692  0.111
C -1.7807 -3.8073 3.1462  -0.081
C -0.6604 2.5750 1.2866  -0.213
H 1.2172 3.6572 4.9202  0.111
C 1.2934 -0.4056 -5.4614  -0.047
H -0.6667 0.4397 -5.8103  0.112
C 0.9303 1.5579 5.1956  -0.072
H -4.0761 -0.6218 -1.2386  0.104
H -0.9236 1.2303 -3.5131  0.104
H -2.8500 0.7779 0.5810  0.089
H -2.6679 3.8918 -1.5768  0.121
C -3.4743 -1.0435 -2.0321  -0.100
C -1.8017 0.5121 0.7325  -0.195
C 2.2832 -0.5515 -4.5266  0.014
C 1.3287 2.6787 4.4828  -0.071
C -1.9756 -2.1427 -4.0783  -0.085
H 6.6317 -0.2661 2.4620  0.111
C -2.4260 -3.7918 0.4553  -0.091
H -3.7680 -2.0463 -5.2472  0.109
C 1.0918 0.2973 4.6402  -0.070
C -2.6420 -4.9294 1.2113  -0.074
H -1.5167 -3.8164 4.1933  0.104
H -1.2543 4.3986 -0.6623  0.118
H 0.0755 3.2939 0.9010  0.126
C 6.0914 -0.6089 0.4168  -0.039
H -0.3592 -2.1503 -2.6906  0.093
C 0.5449 -1.3164 -0.0715  -0.252
Si -1.3486 -1.2091 -0.0820  0.672
H -0.2195 2.0606 2.1428  0.090
H -2.6693 -3.7828 -0.5964  0.097
C -2.0333 3.6357 -0.7288  -0.165
H 2.1585 3.4242 2.6513  0.120
C -2.8478 3.6415 0.5575  -0.180
H 0.9844 -1.9477 -0.8447  0.012
C -2.3118 -4.9433 2.5556  -0.076
H -2.4592 -5.8383 3.1417  0.107
C 1.6534 0.1560 3.3880  -0.032
H 0.7700 -0.5798 5.1822  0.110
C 5.8684 -0.1414 1.7104  -0.060
C 2.0926 -0.0154 -3.2317  -0.350
H 5.2815 -0.8026 -1.5707  0.108
H 1.4047 -0.8039 -6.4577  0.116
C 1.8575 2.5533 3.2131  -0.049
H -1.3863 -2.5825 -4.8687  0.109